[1]
C32H38N3O4S | wB97M-V/def2-TZVPD

Geometry as ORCA input:
```
! wB97M-V def2-TZVPD RIJCOSX def2/J DEFGRID3
* xyz 1 1
C -7.5023 -2.5536 0.6735
O -7.1029 -1.4570 -0.1819
C -5.8216 -1.0200 -0.1049
C -5.4311 0.0211 -0.9841
C -4.1297 0.4646 -1.0054
C -3.1114 -0.0929 -0.1686
C -1.7591 0.3610 -0.1831
C -0.9263 0.0892 0.8835
C 0.3783 0.5565 1.0862
N 1.1733 0.1290 2.0855
C 2.5313 0.6625 2.2365
C 3.3852 0.4865 0.9802
C 4.7931 1.0118 1.1518
C 5.8856 0.1620 0.9541
C 7.1791 0.6198 1.2136
C 7.3833 1.9445 1.6231
C 6.2904 2.8088 1.7677
C 4.9941 2.3448 1.5219
C 3.0686 -0.1231 3.4330
O 4.1585 0.0126 3.9815
N 2.1019 -1.0159 3.7992
C 2.3064 -1.9413 4.8894
C 0.8505 -0.9409 3.0564
C -0.2860 -0.5691 4.0244
C 0.5725 -2.2900 2.3761
C -3.5516 -1.1317 0.7223
C -4.8625 -1.5650 0.7822
H -8.5366 -2.7461 0.3894
H -6.8850 -3.4460 0.4960
H -7.4446 -2.2679 1.7335
H -6.1854 0.4445 -1.6440
H -3.8671 1.2868 -1.6688
H -1.3175 1.0006 -1.0564
H -1.3091 -0.5451 1.6819
H 0.8040 1.3295 0.4354
H 2.4888 1.7329 2.5126
H 3.4159 -0.5862 0.7275
H 2.8877 1.0136 0.1506
H 5.6994 -0.8665 0.6334
H 8.0231 -0.0629 1.1014
H 8.3936 2.3027 1.8282
H 6.4378 3.8438 2.0806
H 4.1268 3.0006 1.6385
H 3.3192 -1.8115 5.2771
H 1.5848 -1.7599 5.6955
H 2.1810 -2.9746 4.5440
H 0.0341 0.2654 4.6628
H -1.1957 -0.2719 3.4994
H -0.5177 -1.4378 4.6549
H 1.4625 -2.6144 1.8191
H 0.3328 -3.0379 3.1428
H -0.2677 -2.2209 1.6811
H -2.8389 -1.6318 1.3787
H -5.1530 -2.3420 1.4939
C 0.3811 3.0194 -3.9455
S 0.2165 2.4719 -2.2064
C -0.5786 4.0056 -1.5996
C -1.2216 1.3789 -2.2134
C -1.1284 0.3233 -3.2605
C -2.3213 -0.1851 -3.8301
C -2.3060 -1.2675 -4.6968
C -1.0763 -1.8609 -5.0368
N -1.0581 -3.0752 -5.7761
O 0.0469 -3.6124 -6.0215
O -2.1475 -3.5735 -6.1436
C 0.1295 -1.3142 -4.5559
C 0.1011 -0.2342 -3.6826
H 0.7780 2.2032 -4.5538
H -0.5816 3.3697 -4.3337
H 1.1036 3.8453 -3.9312
H -0.9594 3.8271 -0.5889
H 0.2069 4.7700 -1.5719
H -1.3843 4.3088 -2.2790
H -2.0645 2.0496 -2.4193
H -3.2743 0.2810 -3.5766
H -3.2240 -1.6884 -5.0984
H 1.0672 -1.7711 -4.8634
H 1.0543 0.1577 -3.3184
*
```

Properties
Energy relative to the best compared isomer or geometry (same formula, charge and spin) in kcal/mol: 0.00
Molecular weight in g mol⁻¹: 560.74
Maximum force in eV/Å: 7.36
Calculated total energy in eV: -57282.839
Orbital gap in eV: 5.6
LUMO energy in eV: -3.86
E_HOMO in eV: -9.5

Want to see where the charge sits? The Mulliken charges in e are:
1 C -0.83
2 O -0.43
3 C 0.79
4 C -0.82
5 C -0.24
6 C -0.03
7 C 0.83
8 C 0.37
9 C 0.02
10 N 0.67
11 C 0.10
12 C -0.43
13 C 0.52
14 C -0.36
15 C -0.60
16 C -0.43
17 C -0.73
18 C -0.21
19 C 0.17
20 O -0.70
21 N 0.28
22 C -0.95
23 C 0.11
24 C -1.59
25 C -1.51
26 C -0.66
27 C -0.64
28 H 0.24
29 H 0.36
30 H 0.34
31 H 0.45
32 H 0.52
33 H -0.62
34 H -0.60
35 H 0.44
36 H 0.31
37 H 0.36
38 H 0.22
39 H 0.33
40 H 0.38
41 H 0.38
42 H 0.37
43 H 0.32
44 H 0.38
45 H 0.30
46 H 0.31
47 H 0.39
48 H 0.32
49 H 0.48
50 H 0.34
51 H 0.48
52 H 0.38
53 H 0.35
54 H 0.43
55 C -1.07
56 S 0.46
57 C -1.28
58 C -0.58
59 C 0.70
60 C -0.45
61 C -0.59
62 C -0.24
63 N 0.93
64 O -0.59
65 O -0.58
66 C -0.77
67 C -0.48
68 H 0.44
69 H 0.37
70 H 0.46
71 H 0.32
72 H 0.50
73 H 0.42
74 H 0.62
75 H 0.36
76 H 0.49
77 H 0.48
78 H 0.45

[2]
Cs5LiMnN9O35P2 | wB97M-V/def2-TZVPD

Geometry as ORCA input:
```
! wB97M-V def2-TZVPD RIJCOSX def2/J DEFGRID3
* xyz -7 6
Cs 2.8354 0.5688 4.4778
Cs -0.0879 -4.2563 -3.2192
Cs 4.0312 1.4375 -1.2038
Cs -2.0185 -3.5438 2.8680
Cs -3.6382 0.8235 -1.0897
Mn -1.0735 -6.4995 -1.2838
Li -0.5999 -1.9389 -0.6741
P -2.2834 -3.7233 -0.8289
O -3.2723 -3.3406 0.3263
O -2.4969 -4.9484 -1.6050
O -0.8890 -4.0713 -0.1300
O -2.0307 -2.3384 -1.6777
P 0.4358 -8.5289 -2.0245
O 0.3045 -9.4381 -3.1869
O 1.3909 -8.8759 -0.8968
O -1.1752 -8.3714 -1.4663
O 0.3697 -7.0110 -2.4762
N -6.5892 3.9385 -6.4485
O -7.1787 5.0367 -6.6317
O -6.8518 3.3156 -5.3914
O -5.6024 3.5893 -7.1917
N -3.8928 -0.2657 3.4650
O -3.0398 -0.8029 4.1611
O -4.8079 0.2728 4.1416
O -3.5655 -0.2370 2.1570
N 0.3219 0.5651 0.0675
O 0.4551 1.7296 0.0629
O -0.0952 -0.0936 -1.0245
O 0.5197 -0.1643 1.0583
N 4.5486 -2.7142 6.1056
O 4.1317 -2.3045 4.8891
O 3.8108 -3.6373 6.7075
O 5.7102 -2.2414 6.5196
N -7.1678 9.9155 2.3837
O -6.6930 8.9232 2.8260
O -6.3758 10.7182 1.8365
O -8.4034 10.1248 2.7172
N 0.1108 -0.5157 -9.1467
O -0.6361 -1.1796 -8.4754
O -0.1602 -0.3688 -10.4310
O 1.1951 0.1312 -8.7228
N 7.8105 2.0564 -2.6100
O 7.2990 3.0020 -3.1772
O 6.9786 1.4654 -1.7719
O 9.0660 1.7763 -2.6277
N 4.8201 3.5287 1.2194
O 4.2297 2.3928 1.5089
O 4.3402 4.2736 0.3033
O 5.7965 3.8185 1.8779
N 2.4955 2.0071 8.4399
O 3.2593 2.5595 9.3244
O 2.8694 2.1433 7.1402
O 1.4885 1.2964 8.8289
*
```

Properties
Molecular weight in g mol⁻¹: 1474.38
Maximum force in eV/Å: 7.16
Calculated total energy in eV: -137885.786
Orbital gap (spin up / spin down) in eV: 4.2 / 4.9
LUMO energy (spin up / spin down) in eV: 8.61 / 8.61
E_HOMO (spin up / spin down) in eV: 4.4 / 3.7

Want to see where the charge sits? The Mulliken charges in e are:
1 Cs 1.01
2 Cs 1.14
3 Cs 0.99
4 Cs 1.07
5 Cs 0.99
6 Mn 0.94
7 Li 1.06
8 P 0.54
9 O -0.82
10 O -0.74
11 O -1.01
12 O -0.87
13 P 0.90
14 O -0.79
15 O -0.78
16 O -0.95
17 O -0.69
18 N 0.88
19 O -0.64
20 O -0.61
21 O -0.62
22 N 0.74
23 O -0.57
24 O -0.63
25 O -0.54
26 N 0.99
27 O -0.54
28 O -0.77
29 O -0.64
30 N 0.69
31 O -0.57
32 O -0.57
33 O -0.56
34 N 0.92
35 O -0.57
36 O -0.66
37 O -0.69
38 N 0.85
39 O -0.56
40 O -0.66
41 O -0.63
42 N 0.86
43 O -0.61
44 O -0.63
45 O -0.64
46 N 0.86
47 O -0.65
48 O -0.61
49 O -0.61
50 N 0.75
51 O -0.58
52 O -0.59
53 O -0.58

[3]
C18H14N4O4 | wB97M-V/def2-TZVPD

Geometry as ORCA input:
```
! wB97M-V def2-TZVPD RIJCOSX def2/J DEFGRID3
* xyz 0 1
C 0.6687 2.3392 -5.3260
C 0.3926 1.7675 -3.9156
C 1.2961 1.7535 -2.8209
C 1.0295 1.0182 -1.6177
N 1.7839 1.0716 -0.5063
N 2.2809 -0.0556 -0.1073
C 3.0155 -0.0120 1.1723
C 2.0902 -0.0731 2.4012
C 1.5436 1.0017 2.9306
C 0.5750 0.9403 3.9023
C 0.1526 -0.3814 4.3169
N -0.8497 -0.5782 5.3347
O -1.4713 0.4069 5.7606
O -0.8768 -1.7072 5.8440
C 0.6728 -1.5218 3.6729
C 1.6621 -1.3695 2.7852
C -0.1119 0.1694 -1.6594
C -0.5431 -0.6598 -0.6132
C -1.6995 -1.3268 -0.7076
C -2.4534 -1.2119 -1.8158
C -2.0959 -0.5239 -2.8384
C -0.9433 0.2507 -2.8178
N -0.6761 0.9750 -3.9477
O -3.6236 -1.9083 -1.6649
C -3.7778 -2.1839 -0.2877
O -2.4112 -1.9718 0.2688
H 1.7166 2.3102 -5.5722
H 0.0552 1.9073 -6.1401
H 0.2891 3.4338 -5.2794
H 2.0845 2.4776 -2.7706
H 3.8634 -0.7007 1.1189
H 3.4019 1.0171 1.2258
H 1.6266 1.9911 2.4806
H 0.1233 1.8496 4.3039
H 0.3017 -2.4954 3.9827
H 2.1528 -2.2117 2.2733
H 0.0121 -0.7935 0.3214
H -2.6724 -0.4365 -3.7546
H -4.4747 -1.4301 0.1231
H -4.1102 -3.1276 -0.0559
*
```

Properties
Energy relative to the best compared isomer or geometry (same formula, charge and spin) in kcal/mol: 95.19
Molecular weight in g mol⁻¹: 350.33
Maximum force in eV/Å: 5.65
Calculated total energy in eV: -33037.256
Orbital gap in eV: 7.4
LUMO energy in eV: -1.02
E_HOMO in eV: -8.4
SMILES string: Cc1cc(/N=N/Cc2ccc([N+](=O)[O-])cc2)c2cc3c(cc2n1)OCO3

Want to see where the charge sits? The Mulliken charges in e are:
1 C -1.19
2 C 0.57
3 C -0.77
4 C 0.09
5 N -0.36
6 N -0.14
7 C -1.21
8 C 0.36
9 C 0.02
10 C -0.73
11 C 0.13
12 N 0.90
13 O -0.58
14 O -0.56
15 C -0.58
16 C -0.20
17 C 1.28
18 C -0.75
19 C 1.02
20 C 0.64
21 C -0.77
22 C -0.48
23 N -0.59
24 O -0.50
25 C -0.21
26 O -0.52
27 H 0.36
28 H 0.32
29 H 0.24
30 H 0.40
31 H 0.45
32 H 0.51
33 H 0.33
34 H 0.44
35 H 0.46
36 H 0.37
37 H 0.27
38 H 0.49
39 H 0.24
40 H 0.26